(1)
This record from the Open Molecules 2025 dataset describes an isolated ion of composition C13H28BIN3O5 and charge +1. The level of theory is the ωB97M-V functional and the def2-TZVPD basis.

Each line ends with the Löwdin charge.
Cartesian coordinates (Å):
O1 1.244 1.744 -2.784  0.21
H1 -4.599 1.806 3.088  0.09
H2 0.149 3.984 -2.188  0.12
H3 1.645 5.299 -1.019  0.08
H4 1.213 -2.842 0.847  0.06
H5 2.094 1.295 -2.808  0.14
C1 -0.706 -0.838 0.663  -0.58
H6 -0.529 3.637 -0.626  0.09
C2 -5.439 1.775 2.390  -0.09
H7 -4.789 0.519 0.267  0.13
H8 2.474 3.780 -0.583  0.07
H9 -0.483 1.060 1.311  0.13
H10 -1.752 2.058 -0.725  0.12
H11 -0.614 -2.015 -1.183  0.16
N1 4.580 -3.382 0.334  0.00
O2 1.806 0.674 0.250  -0.02
H12 -6.239 2.374 2.813  0.10
H13 -2.239 0.395 -0.939  0.16
H14 -2.652 2.306 1.384  0.14
H15 4.778 -3.536 1.316  0.07
H16 -2.873 0.575 1.667  0.10
H17 -4.277 1.982 -0.643  0.14
H18 1.310 4.473 0.486  0.07
C3 1.400 -3.598 -1.154  -0.18
H19 -1.743 -1.140 0.598  0.08
N2 -0.585 0.654 0.378  0.01
C4 3.612 -4.387 -0.132  -0.28
C5 -2.907 1.356 0.907  -0.14
H20 2.951 -4.732 -2.135  0.11
C6 0.598 0.744 -0.552  -0.39
B1 0.755 2.039 -1.557  -0.37
H21 3.368 -3.068 -1.831  0.12
O3 -5.117 2.337 1.135  -0.17
N3 1.923 1.782 1.205  0.04
O4 2.075 1.372 2.268  0.12
H22 -5.813 0.753 2.285  0.10
C7 1.531 4.321 -0.568  -0.09
C8 0.057 -1.546 -0.470  -0.23
C9 1.257 -2.426 -0.154  -0.16
C10 -1.893 1.118 -0.203  -0.10
C11 0.373 3.518 -1.227  -0.13
H23 4.165 -2.458 0.294  0.04
H24 2.890 -4.681 0.638  0.10
H25 4.182 -5.281 -0.377  0.11
C12 2.868 -3.937 -1.397  -0.20
H26 0.890 -3.372 -2.089  0.11
H27 0.946 -4.477 -0.693  0.12
O5 0.547 -0.399 -1.270  0.02
H28 2.146 -1.810 -0.245  0.11
C13 -4.324 1.508 0.336  -0.22
I1 -0.255 -1.318 2.695  1.05

As for the multiplicity: 1. As for the gap between HOMO and LUMO: 7.5 eV. For the energy, the calculation gives -1374.79886 a.u. Its charge is +1. The calculation puts the LUMO energy at -4.05 eV.

=====

(2)
This record from the Open Molecules 2025 dataset describes a 2-piece molecular cluster, C4H8BrNO3 overall. The level of theory is the ωB97M-V functional and the def2-TZVPD basis.

Each line ends with the Löwdin charge.
Cartesian coordinates (Å):
H1 1.408 -3.892 0.038  0.05
O1 -0.975 -1.184 -0.935  0.00
C1 1.434 -2.875 -0.275  -0.07
C2 -1.100 2.335 0.248  -0.22
Br1 1.952 -0.048 0.094  0.70
H2 -2.136 2.478 0.323  0.10
H3 2.239 -1.959 1.571  0.01
N1 -0.939 -0.122 -0.376  -0.38
O2 -1.190 -0.224 1.089  0.00
H4 0.114 3.184 -0.939  0.10
H5 1.129 -2.750 -1.301  0.06
C3 -0.855 1.109 -0.719  -0.08
H6 -0.656 2.022 1.218  0.12
C4 1.937 -1.949 0.570  -0.53
H7 -0.637 1.481 -1.709  0.13
O3 -0.544 3.531 -0.264  -0.07
H8 -1.182 -1.138 1.367  0.09

As for the multiplicity: 1. As for the gap between HOMO and LUMO: 9.5 eV. For the energy, the calculation gives -3011.50321 a.u. Its charge is 0. The calculation puts the LUMO energy at 0.52 eV.

=====

Q: LUMO energy of number 2 (C4H8BrNO3)?
A: 0.52 eV